No. 1
The following is a DFT calculation (the ωB97M-V functional and the def2-TZVPD basis) of C44H59MoN10OPS3Sb as an isolated structure in a non-equilibrium geometry.

Output
Highest occupied orbital energy (alpha / beta) = -14.12 / -14.12 eV
Electronic energy = -4178.3929 Eh
Strongest force on any atom = 3.995 eV Å⁻¹
LUMO level (alpha / beta) = -0.3707 / -0.3708 Eh

ORCA input file:
```
! RIJCOSX wB97M-V def2-TZVPD def2/J DEFGRID3
* xyz 3 1
Mo -0.60 -0.93 1.06
N -0.68 1.26 3.77
C -1.09 0.01 4.03
N -1.14 -0.95 3.11
C -1.59 -2.15 3.65
C -1.86 -2.11 4.97
S -1.57 -0.53 5.60
C -1.71 -3.24 2.69
C -2.14 -4.50 2.89
S -2.15 -5.38 1.40
C -1.57 -3.98 0.57
N -1.38 -2.92 1.36
N -1.33 -4.00 -0.74
H -0.72 1.52 2.78
H -0.77 1.97 4.47
H -2.21 -2.90 5.61
H -2.44 -4.97 3.81
H -1.54 -4.82 -1.28
H -1.02 -3.16 -1.22
S -0.56 -0.93 -1.52
Sb 1.78 -1.08 -1.71
C 2.80 -0.05 -0.15
C 3.52 1.08 -0.30
C 3.86 1.90 0.83
C 3.49 1.57 2.08
C 2.86 0.28 2.40
C 3.51 -1.05 2.12
C 2.44 -0.34 -3.57
C 3.79 -0.02 -3.71
C 4.24 0.46 -4.93
C 3.35 0.61 -5.99
C 2.01 0.27 -5.84
C 1.55 -0.20 -4.63
C 1.97 -3.21 -1.62
C 2.21 -3.91 -0.45
C 2.21 -5.30 -0.49
C 1.96 -5.97 -1.68
C 1.70 -5.25 -2.84
C 1.71 -3.87 -2.82
H 3.77 1.45 -1.29
H 4.32 2.86 0.64
H 3.58 2.28 2.89
H 2.19 0.27 3.25
H 3.18 -1.88 2.74
H 4.48 -0.16 -2.89
H 5.28 0.71 -5.06
H 3.71 0.99 -6.94
H 1.33 0.38 -6.68
H 0.50 -0.46 -4.50
H 2.36 -3.39 0.49
H 2.41 -5.86 0.42
H 1.98 -7.05 -1.70
H 1.51 -5.77 -3.77
H 1.52 -3.30 -3.73
N -1.31 0.77 0.99
P -2.36 1.58 0.10
N -3.22 2.68 0.99
C -2.48 3.83 1.54
C -2.97 4.14 2.95
C -4.45 4.56 2.92
C -5.21 3.83 1.80
C -4.58 2.48 1.51
N -3.53 0.56 -0.52
C -4.08 0.68 -1.88
C -5.55 0.30 -1.90
C -5.77 -1.10 -1.34
C -5.17 -1.19 0.07
C -3.70 -0.79 0.02
N -1.56 2.50 -1.00
C -2.26 3.44 -1.91
C -1.36 4.61 -2.27
C -0.10 4.13 -3.02
C 0.38 2.78 -2.46
C -0.09 2.59 -1.03
H -2.62 4.71 0.91
H -1.41 3.60 1.53
H -2.35 4.92 3.38
H -2.85 3.24 3.56
H -4.52 5.64 2.78
H -4.90 4.34 3.89
H -5.20 4.43 0.89
H -6.26 3.69 2.08
H -5.16 1.93 0.77
H -4.56 1.88 2.43
H -3.52 0.02 -2.55
H -3.96 1.71 -2.22
H -5.91 0.36 -2.93
H -6.12 1.03 -1.31
H -5.29 -1.84 -1.99
H -6.83 -1.33 -1.30
H -5.25 -2.20 0.47
H -5.70 -0.51 0.74
H -3.17 -1.51 -0.62
H -3.28 -0.83 1.03
H -3.17 3.79 -1.42
H -2.54 2.93 -2.84
H -1.08 5.16 -1.37
H -1.92 5.30 -2.90
H 0.68 4.88 -2.92
H -0.32 4.03 -4.08
H 1.47 2.71 -2.50
H -0.02 1.95 -3.06
H 0.24 3.45 -0.42
H 0.32 1.70 -0.57
N 1.15 -1.16 1.17
C 2.40 -0.57 1.17
N 4.85 -1.13 1.68
C 5.92 -0.37 2.28
C 6.99 -1.35 2.83
O 7.41 -2.22 1.82
C 6.37 -3.02 1.35
C 5.26 -2.13 0.73
H 5.54 0.25 3.08
H 6.40 0.25 1.52
H 6.58 -1.90 3.69
H 7.86 -0.78 3.15
H 5.94 -3.64 2.15
H 6.78 -3.67 0.57
H 4.41 -2.74 0.43
H 5.69 -1.63 -0.14
*
```


No. 2
The following is a DFT calculation (the ωB97M-V functional and the def2-TZVPD basis) of a 3-piece molecular cluster, C2H9NO overall in a non-equilibrium geometry.

Output
Highest occupied orbital energy (alpha / beta) = -17.22 / -15.85 eV
Electronic energy = -211.1070 Eh
Strongest force on any atom = 3.794 eV Å⁻¹
ΔE to the lowest compared entry with this formula, charge and spin = 86.87 kcal/mol
LUMO level (alpha / beta) = -0.1223 / -0.3747 Eh

ORCA input file:
```
! RIJCOSX wB97M-V def2-TZVPD def2/J DEFGRID3
* xyz 1 2
N 0.92 0.44 0.98
H 1.48 -0.19 1.58
H 0.26 -0.41 4.09
H 1.42 0.28 0.09
H 0.04 -0.03 0.75
C -1.01 -0.01 -1.08
O 0.24 -0.74 -1.30
C -0.31 -0.02 -2.35
H -1.03 0.87 -0.45
H -1.80 -0.74 -0.92
H 0.01 0.99 -2.64
H -0.56 -0.61 -3.23
H 0.35 0.17 4.50
*
```


No. 3
The following is a DFT calculation (the ωB97M-V functional and the def2-TZVPD basis) of C21H24N4PdS as an isolated structure.

Output
Highest occupied orbital energy = -6.86 eV
Electronic energy = -1559.7259 Eh
Strongest force on any atom = 0.428 eV Å⁻¹
ΔE to the lowest compared entry with this formula, charge and spin = 9.22 kcal/mol
LUMO level = 0.0226 Eh

ORCA input file:
```
! RIJCOSX wB97M-V def2-TZVPD def2/J DEFGRID3
* xyz 0 1
Pd 0.08 -0.01 0.40
C 3.07 0.01 0.40
N 1.92 0.77 -0.14
C 1.99 2.16 0.38
C 1.94 0.81 -1.62
C 3.09 1.19 -2.27
C 3.13 1.26 -3.66
C 1.98 0.94 -4.36
C 0.82 0.56 -3.71
C 0.75 0.48 -2.30
N -0.32 0.13 -1.51
C -1.59 -0.28 -1.87
C -2.15 -0.40 -3.15
C -3.45 -0.82 -3.34
C -4.28 -1.12 -2.28
C -3.76 -1.00 -1.00
C -2.46 -0.60 -0.80
N -1.94 -0.46 0.58
C -2.60 0.70 1.23
C -2.20 -1.67 1.39
H 4.01 0.53 0.19
H 3.07 -0.99 -0.03
H 2.95 -0.08 1.48
H 2.94 2.63 0.10
H 1.91 2.14 1.47
H 1.16 2.74 -0.04
H 3.97 1.44 -1.70
H 4.03 1.55 -4.17
H 1.97 0.97 -5.44
H -0.03 0.33 -4.32
H -1.57 -0.19 -4.03
H -3.82 -0.90 -4.36
H -5.30 -1.44 -2.43
H -4.39 -1.23 -0.14
H -3.67 0.52 1.33
H -2.44 1.59 0.63
H -2.17 0.84 2.22
H -3.28 -1.80 1.55
H -1.71 -1.56 2.35
H -1.79 -2.54 0.88
S 1.09 -2.61 1.35
C 0.98 -1.52 2.65
C 1.33 -1.83 3.99
C 1.21 -0.88 4.98
C 0.74 0.40 4.67
C 0.42 0.66 3.37
N 0.53 -0.26 2.39
H 1.69 -2.82 4.20
H 1.48 -1.14 5.99
H 0.64 1.17 5.43
H 0.05 1.63 3.06
*
```


> Among the records above, which one has the highest electronic energy?

C2H9NO


> The lowest strongest force on any atom belongs to which entry?

C21H24N4PdS